Entry from the OMol25 dataset: a 2-piece molecular cluster, H5NS overall (the ωB97M-V functional and the def2-TZVPD basis).

Values from the calculation:
**SMILES string**: N.S
**E_HOMO**: -9.29 eV
**Relative energy (zero: lowest compared OMol25 entry of this formula, charge and spin)**: 0.656 eV

Geometry as ORCA input:
```
! wB97M-V def2-TZVPD RIJCOSX def2/J DEFGRID3
* xyz 0 1
N -0.887 1.286 -0.068
H -0.726 1.677 0.889
H -0.103 1.210 -0.745
H -1.507 0.490 -0.113
S 0.554 -1.819 0.087
H 1.678 -2.197 -0.785
H 0.991 -0.646 0.735
*
```